17
Properties=species:S:1:pos:R:3 method="wB97M-V/def2-TZVPD" total_charge=+2 total_energy_ha=-1500.47382 homo_lumo_gap_ev=7.11
C -3.64 -1.21 1.49
C -2.46 -1.09 1.31
C -1.19 -0.77 0.66
O -1.12 0.71 0.56
S 0.51 1.19 0.65
O 0.42 2.62 1.12
O 1.09 1.31 -0.84
P 2.01 -0.04 -1.25
O 1.63 -1.19 -0.44
O 3.51 0.32 -0.97
O 1.75 -0.25 -2.80
H -4.67 -1.43 1.68
H -1.09 -1.23 -0.33
H -0.37 -1.17 1.26
H 4.06 -0.47 -1.11
H 0.88 0.13 -2.98
Pb -1.67 2.47 2.11

***

10
Properties=species:S:1:pos:R:3 method="wB97M-V/def2-TZVPD" e_above_lowest_ev=5.7921 total_energy_ha=-247.09438 homo_lumo_gap_ev=8.26
C -0.79 -0.57 -0.38
C 0.32 0.99 -0.18
C 1.18 -0.06 -0.06
N -1.39 -0.74 0.63
O -1.50 -0.39 1.79
H -0.85 -0.96 -1.31
H 0.21 1.55 -1.05
H -0.32 1.28 0.63
H 1.27 -0.81 0.84
H 1.87 -0.31 -0.90

***

27
Properties=species:S:1:pos:R:3 method="wB97M-V/def2-TZVPD" total_charge=+1 e_above_lowest_ev=0.0000 total_energy_ha=-1310.05610 homo_lumo_gap_ev=7.07
C -2.69 -0.07 0.72
C -3.83 -0.68 1.01
C -1.61 -0.87 0.91
C 2.26 0.60 -2.58
C 2.57 1.01 -0.18
C -3.59 -2.03 1.57
C -2.12 -2.19 1.47
C 1.72 1.41 -3.49
C 0.62 -0.36 -0.07
C 3.36 1.98 0.68
N 2.73 1.12 -1.40
N -0.43 -0.74 0.47
N 1.59 0.34 0.55
Cl 2.25 -1.16 -2.92
I 1.49 3.44 -3.33
H -2.49 0.95 0.37
H -4.84 -0.27 0.84
H -4.21 -2.16 2.52
H -3.89 -2.70 0.74
H -1.66 -3.10 1.14
H -1.76 -2.34 2.47
H 1.65 1.09 -4.57
H 0.81 -0.69 -1.06
H 3.79 1.56 1.66
H 2.56 2.78 0.90
H 4.10 2.48 0.05
H 1.64 0.60 1.53

***

10
Properties=species:S:1:pos:R:3 method="wB97M-V/def2-TZVPD" e_above_lowest_ev=4.3159 total_energy_ha=-284.30876 homo_lumo_gap_ev=11.09 smiles="OC/C=N/O"
C -0.58 -0.83 -1.11
C -0.46 -0.52 0.43
H 0.34 0.78 -1.25
H -1.49 -0.45 -1.23
H -0.43 -1.87 -1.53
H -1.01 -1.23 1.00
H 0.91 1.72 1.93
N 0.45 0.31 0.68
O 0.27 0.01 -1.98
O 0.32 0.85 2.04

***

140
Properties=species:S:1:pos:R:3 method="wB97M-V/def2-TZVPD" total_charge=+4 e_above_lowest_ev=36.9100 total_energy_ha=-2113.60785 homo_lumo_gap_ev=9.18
C 0.46 -2.33 8.00
C 1.04 -2.01 6.61
C 0.01 -1.55 5.64
N 0.50 -1.33 4.18
C 0.94 -2.72 3.58
C -0.66 -0.72 3.31
C -0.07 0.34 2.39
C 1.43 0.26 2.56
C 1.62 -0.29 4.00
H 1.12 -3.10 8.41
H -0.55 -2.74 7.95
H 0.54 -1.45 8.63
H 1.57 -2.87 6.22
H 1.82 -1.29 6.85
H -0.38 -0.59 5.99
H -0.91 -2.13 5.67
H 1.15 -2.57 2.52
H 0.17 -3.50 3.63
H 1.85 -3.00 4.10
H -1.12 -1.59 2.85
H -1.46 -0.25 3.89
H -0.24 0.09 1.35
H -0.51 1.27 2.76
H 1.74 -0.51 1.85
H 2.05 1.12 2.34
H 2.61 -0.72 4.17
H 1.42 0.47 4.76
C 2.71 2.79 -2.25
C 1.43 2.26 -2.96
C 0.04 2.68 -2.29
N -1.18 2.18 -3.08
C -1.02 0.59 -3.14
C -1.37 2.79 -4.53
C -2.85 2.63 -4.69
C -3.48 2.69 -3.28
C -2.44 2.50 -2.27
H 3.65 2.28 -2.44
H 2.56 2.75 -1.18
H 2.77 3.86 -2.45
H 1.50 1.17 -2.91
H 1.38 2.53 -4.01
H -0.01 3.76 -2.22
H 0.02 2.22 -1.30
H -0.62 0.27 -2.18
H -0.27 0.28 -3.87
H -1.93 0.12 -3.50
H -0.78 2.34 -5.34
H -1.06 3.83 -4.42
H -2.97 1.62 -5.08
H -3.37 3.20 -5.45
H -4.24 1.92 -3.20
H -3.85 3.72 -3.28
H -2.64 1.76 -1.49
H -2.14 3.46 -1.86
C 4.18 -0.86 -1.98
C 4.86 -0.06 -0.85
C 4.03 1.20 -0.54
N 4.39 1.98 0.78
C 5.80 2.58 0.75
C 4.21 0.96 1.87
C 3.98 1.85 3.09
C 3.09 2.96 2.54
C 3.40 3.11 1.10
H 4.74 -1.70 -2.41
H 4.13 -0.14 -2.79
H 3.18 -1.17 -1.70
H 5.86 0.32 -1.05
H 5.00 -0.74 -0.01
H 2.97 0.95 -0.52
H 4.20 1.97 -1.30
H 5.82 3.25 -0.11
H 6.57 1.81 0.74
H 5.96 3.21 1.62
H 5.08 0.35 2.11
H 3.34 0.38 1.56
H 4.90 2.19 3.55
H 3.35 1.33 3.81
H 3.31 3.90 3.05
H 2.01 2.82 2.68
H 3.84 4.09 0.91
H 2.48 3.05 0.51
C 1.75 -0.09 -2.73
C 1.65 -1.62 -2.51
C 0.46 -1.99 -1.68
N 0.49 -3.34 -0.87
C 0.68 -4.60 -1.73
C 1.65 -3.27 0.12
C 1.11 -2.71 1.42
C -0.43 -2.62 1.33
C -0.71 -3.46 0.06
H 2.03 0.44 -1.82
H 0.88 0.38 -3.20
H 2.59 0.09 -3.40
H 2.66 -1.90 -2.21
H 1.60 -2.08 -3.50
H -0.34 -2.19 -2.40
H 0.11 -1.15 -1.08
H 0.83 -5.43 -1.04
H 1.47 -4.59 -2.48
H -0.20 -4.64 -2.37
H 2.02 -4.30 0.20
H 2.55 -2.74 -0.20
H 1.43 -3.13 2.37
H 1.51 -1.71 1.55
H -0.85 -3.12 2.20
H -0.83 -1.61 1.22
H -0.66 -4.54 0.20
H -1.52 -3.24 -0.63
C -1.77 -0.75 0.29
C -3.34 -0.61 0.09
C -3.79 0.26 -1.11
N -5.37 0.18 -1.40
C -6.31 0.36 -0.14
C -5.72 -1.19 -2.08
C -7.11 -0.94 -2.67
C -7.00 0.51 -3.15
C -5.81 1.21 -2.49
H -1.62 -1.17 1.28
H -1.27 0.22 0.28
H -1.32 -1.38 -0.48
H -3.84 -0.32 1.01
H -3.80 -1.60 0.04
H -3.31 -0.01 -2.04
H -3.58 1.31 -0.89
H -6.26 -0.60 0.37
H -7.37 0.47 -0.39
H -6.01 1.25 0.41
H -5.65 -1.98 -1.33
H -4.92 -1.29 -2.81
H -7.92 -1.02 -1.95
H -7.28 -1.66 -3.48
H -7.90 1.11 -3.09
H -6.78 0.34 -4.21
H -6.11 2.11 -1.95
H -4.88 1.35 -3.04
O 1.10 1.98 0.37
C 0.84 0.68 0.25
O 1.70 -0.20 0.53
O -0.37 0.60 -0.08
H 0.19 1.88 0.10